## i
Molecular formula: C5H11N2
Method: DFT, wB97M-V/def2-TZVPD

Summary:
charge	+1
SMILES	C=[NH+]/C=C\CCN
Kohn-Sham gap	8.8325	eV
LUMO level	-4.83	eV
highest occupied orbital energy	-13.66	eV

Last column: Löwdin charge in e.
Geometry (Å):
H: -1.37730 0.42792 -2.22998  0.098
H: -0.34837 -2.20176 1.40430  0.117
H: 3.53544 0.49478 -0.02903  0.125
H: -0.76414 0.85778 1.35436  0.114
H: 2.15378 -1.04655 1.41629  0.126
H: -1.00690 1.64706 -1.19806  0.099
N: -0.98291 0.63663 -1.32189  -0.023
C: -1.18342 -0.12182 1.06957  -0.128
H: 0.59996 0.46321 -0.69524  0.109
H: -2.11202 -0.98628 -0.70935  0.124
C: -1.86863 -0.00026 -0.29065  -0.231
H: -1.79502 -0.50950 1.87675  0.113
N: 1.47871 0.15229 -0.14853  0.012
H: -2.74727 0.64641 -0.37506  0.119
C: 1.23665 -0.66428 0.98544  -0.088
C: 0.02135 -1.22998 1.11312  0.037
H: 2.55259 0.89239 -1.62232  0.117
C: 2.60751 0.54197 -0.59972  0.159

## ii
Molecular formula: C5H11N2
Method: DFT, wB97M-V/def2-TZVPD

Summary:
charge	+1
Kohn-Sham gap	9.5835	eV
LUMO level	-4.32	eV
highest occupied orbital energy	-13.90	eV

Last column: Löwdin charge in e.
Geometry (Å):
C: 0.30213 -1.88707 -0.19139  0.073
H: 2.26563 0.09236 -1.31356  0.143
H: -1.65663 0.67602 0.79667  0.030
H: 0.72151 1.69480 0.71869  0.070
H: -0.42647 -2.51846 -0.74764  0.180
N: 0.85336 -0.79518 -0.17626  -0.014
H: 2.26242 0.95167 0.89552  0.038
H: 0.37993 0.69636 -1.50438  0.153
H: 0.26305 -1.13190 1.81761  0.117
H: -3.93991 0.96670 0.10958  0.073
H: 1.81825 -2.03580 1.21986  0.104
C: 0.90105 -1.57103 1.08616  0.058
H: -3.54381 0.04948 -1.37443  0.064
N: -1.95400 0.23682 -0.05234  0.023
C: -3.17176 0.41734 -0.42853  -0.062
C: 1.63568 1.37866 0.23430  -0.059
H: 1.99065 2.37780 -0.19184  0.127
C: 1.29893 0.40142 -0.89803  -0.119

## iii
Molecular formula: C5H11N2
Method: DFT, wB97M-V/def2-TZVPD

Summary:
charge	+1
SMILES	C=[N+]=CCN(C)C
Kohn-Sham gap	8.9372	eV
LUMO level	-4.02	eV
highest occupied orbital energy	-12.95	eV

Last column: Löwdin charge in e.
Geometry (Å):
C: -0.57955 2.93653 1.16374  0.108
N: 0.00538 -0.69363 -0.38014  -0.262
H: 1.54397 -2.25878 -0.47312  0.086
H: 0.83278 -1.96284 1.08608  0.104
H: -0.19132 -2.99489 -0.21720  0.139
H: -1.90198 -1.20503 0.17928  0.141
C: 0.87542 0.19377 -1.11488  -0.015
H: 1.74812 0.31052 -0.61811  0.073
C: 0.55240 -2.08662 -0.02567  0.010
H: 0.28949 3.54768 0.62041  0.156
H: -0.47827 -0.12127 1.72913  0.141
H: -1.24599 3.63849 1.57674  0.087
C: -0.98726 0.45633 0.99218  0.021
H: 0.39494 1.10819 -1.34754  0.095
H: 1.10174 -0.24356 -2.00008  0.073
H: -1.81641 0.09490 -0.93583  0.100
N: -0.68058 1.69549 1.09001  0.079
C: -1.30425 -0.42264 -0.25190  -0.136

Stability, descending: i, iii, ii

## i
Molecular formula: C5H11N2
Method: DFT, wB97M-V/def2-TZVPD

Summary:
charge	+1
SMILES	C=CN(C)C(C)=[NH2+]
Kohn-Sham gap	9.6550	eV
LUMO level	-4.06	eV
highest occupied orbital energy	-13.71	eV

Last column: Löwdin charge in e.
Geometry (Å):
H: 3.29514 1.07959 0.39074  0.078
H: -1.16754 1.92004 -1.15753  0.150
H: -1.15647 2.17971 0.73605  0.124
C: -1.07056 0.20930 0.00248  -0.254
C: 0.68822 -1.72351 -0.32890  0.031
H: -2.71960 -0.46076 0.98915  0.123
H: -1.93245 -1.61970 0.10292  0.091
N: -1.91391 -0.73557 0.48674  0.215
H: 1.10530 1.51473 -1.01621  0.149
C: 1.34914 0.68912 -0.24779  -0.133
C: 2.42597 0.47416 0.47199  0.078
H: 1.02378 -2.02929 0.61364  0.084
H: -2.59007 1.59612 -0.04820  0.098
C: -1.50829 1.57316 -0.10794  0.010
N: 0.25044 -0.27842 -0.19790  -0.062
H: -0.07100 -2.31808 -0.83061  0.103
H: 2.48381 -0.33961 1.07963  0.045
H: 1.50810 -1.73100 -0.93825  0.069

## ii
Molecular formula: C5H11N2
Method: DFT, wB97M-V/def2-TZVPD

Summary:
charge	+1
Kohn-Sham gap	9.3989	eV
LUMO level	-3.42	eV
highest occupied orbital energy	-12.82	eV

Last column: Löwdin charge in e.
Geometry (Å):
H: -0.30826 0.88389 -1.64557  0.095
C: -1.14319 1.22476 -1.01219  0.031
H: -1.20787 0.26217 2.28554  0.105
H: -0.73698 -2.68356 -0.35668  0.077
H: 0.99021 -2.23680 -0.33180  0.035
H: -2.11420 0.99785 -1.60544  0.140
H: -2.08178 1.37439 1.25741  0.064
H: -2.44099 -0.51548 1.40179  0.137
C: 0.00465 -1.98344 -0.23720  0.136
C: -1.76476 0.40236 1.36007  0.018
N: 2.90201 -0.28613 -0.17785  0.081
H: 2.54028 -1.09629 -0.62674  0.071
H: 2.01423 1.52064 0.34384  0.069
H: 3.86726 0.01215 -0.39122  0.146
C: 1.90099 0.43801 0.18452  0.050
H: -1.12351 2.19313 -0.56137  0.088
N: -1.05128 0.23211 0.09833  -0.211
C: -0.24682 -0.73974 0.01456  -0.133

Stability, descending: i, ii

## i
Molecular formula: C6H14NO2
Method: DFT, wB97M-V/def2-TZVPD

Summary:
charge	+1
SMILES	C=C(OC)[C@@](C)([NH3+])CO
Kohn-Sham gap	10.5188	eV
LUMO level	-2.94	eV
highest occupied orbital energy	-13.46	eV

Last column: Löwdin charge in e.
Geometry (Å):
H: 2.66897 -1.29711 -0.13926  0.102
H: 0.77445 1.94170 -1.79725  0.083
C: 0.03311 0.97380 0.02188  -0.278
H: -2.59630 0.92000 0.54337  0.113
O: -0.62276 1.13523 1.23001  -0.147
H: -2.03324 2.60220 0.65258  0.066
H: 0.01389 -0.31350 1.63940  0.115
H: 1.65648 -0.74237 1.54862  0.130
H: -0.10827 2.95790 -0.62136  0.104
C: -2.01086 1.67309 1.13689  0.029
O: -1.52682 -1.33322 -0.26275  -0.061
H: 0.60746 -1.95547 1.53381  0.207
H: -2.08416 -2.04975 -0.71632  0.161
C: -0.31924 -1.42323 -0.91923  -0.243
H: 1.90513 -1.35061 -1.64352  0.101
H: -2.37565 1.84109 2.12860  0.093
C: 2.04520 -0.65118 -0.79633  -0.012
H: -0.39955 -1.07262 -2.01288  0.174
C: 0.28867 1.93136 -0.83717  0.112
H: -0.03636 -2.53211 -0.71660  0.167
H: 2.69978 0.21862 -1.04652  0.119
C: 0.67983 -0.53548 -0.20345  -0.375
N: 0.74023 -0.93833 1.27750  0.239

## ii
Molecular formula: C6H14NO2
Method: DFT, wB97M-V/def2-TZVPD

Summary:
charge	+1
Kohn-Sham gap	9.0856	eV
LUMO level	-3.78	eV
highest occupied orbital energy	-12.86	eV

Last column: Löwdin charge in e.
Geometry (Å):
H: 3.33811 -2.14012 0.50576  0.139
O: 2.89487 0.42652 0.64143  0.053
H: -1.91352 0.47541 2.00929  0.043
H: 2.01904 1.65868 0.74557  0.097
O: 2.54058 -1.78321 0.12984  0.158
H: -0.52194 -0.54453 -2.54521  0.113
C: 0.39916 -0.49484 -1.83175  -0.132
C: 0.01386 -0.39100 -0.46853  -0.046
H: 0.35226 1.70202 0.94338  0.085
H: -2.25266 -0.45426 -1.91951  0.106
C: -1.24155 -0.36593 0.05380  -0.344
C: -2.41942 -0.62425 -0.78648  -0.068
H: -3.26827 -0.10865 -0.45349  0.068
H: 1.09917 2.83928 -0.19640  0.201
C: 2.22540 -0.53301 0.31656  -0.292
H: 0.99735 0.39199 -2.07816  0.087
H: -2.42285 -1.25815 1.72465  0.143
H: -2.77482 -1.65770 -0.66146  0.110
C: -1.62360 -0.39633 1.53133  -0.054
N: 1.11766 2.37528 0.80350  0.222
H: 1.18874 2.94710 1.66720  0.148
H: 0.96644 -1.33621 -2.19997  0.087
H: -0.71402 -0.72812 2.06865  0.078

## iii
Molecular formula: C6H14NO2
Method: DFT, wB97M-V/def2-TZVPD

Summary:
charge	+1
Kohn-Sham gap	9.0369	eV
LUMO level	-4.09	eV
highest occupied orbital energy	-13.12	eV

Last column: Löwdin charge in e.
Geometry (Å):
O: 1.64564 1.14128 2.50869  0.112
H: 3.11620 0.45839 0.73749  0.173
H: 0.83753 -1.09199 1.35338  0.120
H: -0.01606 1.97563 1.71325  0.147
H: 1.68559 -1.37286 -0.16513  0.132
C: -0.43658 -1.11163 -0.33498  -0.130
H: -0.62833 -0.72173 -1.32839  0.115
H: -1.24892 -2.12056 1.26901  0.115
N: 2.62370 0.96349 -0.00315  0.232
H: -3.51966 -2.18462 0.19955  0.078
H: -2.49641 -3.38560 -0.64021  0.088
C: 0.88107 1.34513 1.60587  -0.176
H: -2.86880 -1.76437 -1.32266  0.080
O: -1.40885 2.80139 -1.84253  -0.045
C: -1.40521 -1.82413 0.23242  -0.143
H: 2.89643 0.60865 -0.92784  0.186
C: 0.88287 -0.80375 0.31291  -0.136
H: 0.58057 1.20128 -0.54946  0.132
H: 2.85721 1.95576 -0.02590  0.180
C: 1.15907 0.71091 0.23386  -0.239
H: -1.91372 2.42613 -1.11046  0.039
C: -2.64688 -2.33370 -0.42238  -0.076
H: -0.57647 3.12691 -1.49336  0.016

Stability, descending: iii, i, ii